ORCA calculation (wB97M-V/def2-TZVPD) on a molecular structure, C15H25CaFI2NO9P2 in a non-equilibrium geometry.

Last column: Löwdin charge in e.
Positions of all 56 atoms, in Å:
C (4.221, -2.250, 1.870)  -0.136
O (3.157, -2.878, 1.125)  -0.245
C (3.232, -2.514, -0.275)  -0.225
C (2.133, -3.264, -1.171)  -0.143
C (0.616, -2.951, -0.766)  -0.149
N (0.199, -3.522, 0.562)  -0.038
C (0.656, -4.869, 0.915)  0.042
C (0.252, -5.578, 2.254)  0.023
C (-0.660, -4.827, 3.288)  0.000
C (-1.122, -3.387, 2.866)  -0.009
C (-0.663, -2.794, 1.487)  -0.211
C (-1.245, -1.330, 1.152)  -0.674
I (-2.724, -1.285, -0.464)  0.851
C (-0.860, -0.150, 1.837)  -0.691
C (-1.429, 1.312, 1.563)  -0.188
I (0.652, -0.296, 3.439)  0.774
H (3.893, -1.251, 2.323)  0.069
H (4.611, -2.903, 2.733)  0.101
H (5.144, -2.025, 1.208)  0.092
H (3.070, -1.375, -0.365)  0.133
H (4.308, -2.743, -0.641)  0.128
H (2.268, -2.856, -2.248)  0.137
H (2.403, -4.371, -1.225)  0.109
H (0.502, -1.798, -0.805)  0.126
H (-0.110, -3.340, -1.582)  0.124
H (1.308, -5.502, 0.212)  0.132
H (0.586, -6.637, 2.519)  0.098
H (-0.992, -5.322, 4.281)  0.083
H (-1.803, -2.769, 3.561)  0.104
H (-2.023, 1.642, 2.496)  0.081
H (-0.606, 2.111, 1.419)  0.082
H (-2.128, 1.400, 0.667)  0.031
F (0.094, -6.532, 4.600)  -0.669
C (0.890, 6.194, 0.261)  -0.167
O (-0.491, 6.344, 0.585)  -0.705
P (-1.701, 5.844, -0.582)  0.478
O (-1.020, 4.476, -0.655)  -0.378
O (-1.055, 6.863, -1.714)  -0.302
C (-1.277, 8.250, -1.534)  -0.172
O (-2.925, 5.375, -1.708)  -0.378
C (-2.923, 4.091, -2.298)  -0.185
H (1.333, 5.459, 0.938)  0.081
H (1.051, 5.876, -0.768)  0.084
H (1.386, 7.156, 0.412)  0.071
H (-0.320, 8.770, -1.633)  0.082
H (-1.695, 8.472, -0.547)  0.010
H (-1.959, 8.611, -2.305)  0.084
H (-3.020, 3.315, -1.535)  0.065
H (-2.023, 3.943, -2.897)  0.080
H (-3.792, 4.023, -2.958)  0.074
Ca (-1.759, 7.241, 2.324)  1.194
O (-1.710, -3.796, -5.035)  -0.262
P (-1.130, -5.088, -4.444)  -0.113
O (0.203, -4.779, -3.755)  -0.180
O (-0.892, -6.101, -5.569)  -0.145
O (-2.106, -5.684, -3.421)  -0.259

Values from the calculation:
* F_max: 5.4 eV/A
* frontier orbital gap: 4.42 eV
* highest occupied orbital energy: -5.697 eV
* ΔE to the lowest compared entry with this formula, charge and spin: 601.2 kJ/mol
* total charge: -1